{
  "formula": "C8H26CdN2O6",
  "method": "wB97M-V/def2-TZVPD",
  "symbols": ["C", "H", "H", "H", "H", "H", "H", "H", "O", "C", "H", "H", "H", "H", "H", "C", "O", "C", "H", "H", "H", "H", "H", "H", "H", "C", "H", "O", "H", "C", "O", "O", "H", "C", "Cd", "H", "C", "H", "O", "N", "H", "H", "N"],
  "positions_angstrom": [[-13.9362, 17.9770, 18.2771], [-19.3825, 15.6047, 12.8872], [-15.5456, 11.5514, 14.2131], [-15.2103, 14.7081, 15.5405], [-15.0563, 13.7867, 12.7996], [-15.7524, 17.1436, 16.3161], [-13.2212, 15.0285, 17.3719], [-14.6161, 15.9724, 18.8491], [-17.5287, 14.7962, 13.1815], [-15.4533, 13.6579, 13.8110], [-11.2272, 17.8099, 15.6955], [-18.2459, 14.5015, 17.0676], [-13.5636, 15.6937, 12.1993], [-16.4462, 17.3613, 18.0002], [-19.0107, 14.2513, 11.8548], [-16.9984, 13.5948, 13.7090], [-13.9664, 17.7233, 14.3880], [-14.4736, 16.5821, 17.9452], [-13.9020, 12.2496, 14.3437], [-15.7264, 15.5676, 14.3152], [-12.0531, 13.2498, 15.3461], [-14.1382, 18.6756, 17.4584], [-12.6871, 16.4582, 16.9827], [-15.1672, 12.4851, 15.6167], [-19.4646, 14.0223, 13.5680], [-17.8743, 15.5242, 17.0449], [-18.0768, 16.0169, 16.0884], [-12.0527, 14.1826, 15.1273], [-14.3086, 18.5188, 13.9841], [-18.8799, 14.6325, 12.8724], [-16.4758, 15.4333, 17.2638], [-12.6918, 15.8767, 12.5681], [-17.3983, 13.4163, 14.7178], [-15.8630, 16.7197, 17.3217], [-13.1056, 15.8600, 14.7208], [-12.8454, 17.9955, 18.2944], [-14.9543, 12.4183, 14.5490], [-14.3521, 18.3370, 19.2233], [-11.3396, 16.9446, 15.2970], [-13.5554, 15.9138, 16.9959], [-17.2688, 12.7314, 13.0818], [-18.2899, 16.1197, 17.8676], [-15.0267, 14.8575, 14.5488]],
  "orbital_gap_ha": 0.1353,
  "multiplicity": 1,
  "de_lowest_kj_mol": 143.3,
  "charge": -2,
  "energy_ha": -1048.8768,
  "e_homo_ev": 0.859
}

***

{
  "formula": "C3H4N2O2",
  "method": "wB97M-V/def2-TZVPD",
  "symbols": ["H", "O", "O", "C", "H", "H", "N", "C", "C", "N", "H"],
  "positions_angstrom": [[-1.7157, -0.1668, 1.0853], [1.5085, 1.3763, -0.0369], [-1.8992, 1.2989, -0.2416], [-0.2854, -0.5459, -0.2254], [2.6604, -1.5573, -0.0761], [-1.3812, 1.8589, 0.3935], [2.3439, 0.4549, -0.0768], [-1.6174, -0.0424, -0.0448], [1.9864, -0.7752, -0.0994], [0.7213, -1.1860, -0.0919], [-2.3215, -0.7153, -0.5858]],
  "orbital_gap_ha": [0.2898, 0.2895],
  "multiplicity": 1,
  "de_lowest_kj_mol": 629.5,
  "energy_ha": -376.5240,
  "e_homo_ev": [-8.449, -8.444]
}

***

{
  "formula": "C29H25AlNO6PS",
  "method": "wB97M-V/def2-TZVPD",
  "symbols": ["H", "C", "O", "O", "H", "C", "C", "C", "H", "H", "S", "H", "C", "C", "H", "C", "H", "C", "H", "C", "H", "O", "C", "C", "H", "C", "H", "C", "Al", "H", "C", "H", "O", "C", "C", "H", "H", "O", "N", "H", "C", "C", "C", "O", "C", "H", "H", "H", "P", "H", "H", "H", "C", "C", "H", "C", "H", "C", "C", "H", "C", "C", "C", "C"],
  "positions_angstrom": [[4.0963, -1.2578, -0.3678], [-1.5789, 3.1025, 0.2255], [0.7403, 2.0475, -1.4207], [3.1808, 2.1836, 1.4658], [-1.8160, 2.2265, 2.9375], [-4.4296, 0.2981, 3.9157], [1.3751, -1.3869, 4.3970], [-2.6804, 5.2459, 0.7830], [-5.6835, 1.5383, -3.0107], [0.2523, 5.7989, -0.8304], [3.2729, 0.7521, 1.5327], [-0.2718, 1.5304, 4.7925], [-2.6567, 1.5453, 2.8706], [2.2333, 0.2814, 2.9021], [-4.8242, -0.2957, -4.4851], [-4.0834, 1.4097, -1.6277], [-2.6700, -1.4404, -3.8468], [-2.6532, 3.8779, 0.7505], [-0.3425, 0.4571, 1.5264], [-1.5845, 5.9717, 0.2297], [2.8103, -1.9834, 0.5922], [2.5804, -2.6491, -2.0160], [-3.3396, 1.1567, 4.0125], [0.4408, -0.4868, 4.8988], [3.0144, -1.7053, 3.0368], [2.2763, -1.0079, 3.4114], [1.3092, 2.2039, 3.0049], [2.2719, -1.6303, -1.4301], [0.9575, 0.5430, -0.6480], [-1.0202, -0.7551, 0.4492], [0.4449, 0.8152, 4.4076], [-4.4694, 2.2294, -1.0297], [1.4367, 4.1233, -1.7650], [0.6230, 3.3723, -1.2314], [-0.5822, -0.9053, 5.9198], [-0.6646, -0.1698, 6.7221], [-1.5671, 7.0557, 0.2437], [4.5547, 0.1271, 1.7723], [2.5943, 0.1188, 0.2419], [-5.6710, -0.8361, 2.5836], [-4.1277, 0.2160, 1.5267], [-0.5099, 3.8605, -0.4466], [-2.3782, -0.2831, -2.1037], [1.2916, -0.8368, -1.7648], [-0.6185, 0.2615, 0.4855], [-4.9666, -0.0045, 4.8076], [-1.5683, -0.9900, 5.4561], [-1.4483, -0.7950, -1.8823], [-1.9713, 1.3699, 0.1256], [-0.3305, -1.8698, 6.3623], [-3.5120, 3.3653, 1.1679], [-3.0256, 1.5262, 4.9828], [-4.8223, -0.1674, 2.6701], [-4.2920, -0.0136, -3.5856], [-3.5297, 5.7542, 1.2256], [-3.0733, -0.6481, -3.2247], [1.3968, -2.4016, 4.7801], [-4.7626, 1.0207, -2.7556], [3.0272, -1.2176, -0.1634], [-4.4147, -0.1563, 0.5502], [-0.5708, 5.2737, -0.3639], [-3.0438, 1.0811, 1.6139], [-2.8575, 0.7519, -1.2337], [1.3243, 1.1998, 3.4094]],
  "orbital_gap_ha": [0.1117, 0.1254],
  "multiplicity": 1,
  "charge": -2,
  "energy_ha": -2608.4476,
  "e_homo_ev": [1.097, 0.722]
}

***

{
  "formula": "C15H35BBr2FIN8O5P",
  "method": "wB97M-V/def2-TZVPD",
  "symbols": ["H", "H", "O", "C", "Br", "F", "C", "H", "N", "Br", "H", "C", "O", "H", "C", "N", "C", "C", "C", "N", "O", "H", "H", "N", "H", "C", "H", "H", "O", "H", "C", "N", "H", "I", "H", "C", "H", "H", "H", "H", "N", "N", "O", "N", "H", "H", "H", "B", "H", "C", "H", "H", "C", "H", "H", "H", "C", "H", "C", "H", "H", "H", "H", "H", "H", "C", "H", "P", "H"],
  "positions_angstrom": [[-2.8417, -0.0114, 1.0809], [3.8854, 0.9436, -0.7208], [-0.9021, 2.7768, 3.0402], [1.7888, 1.2441, -0.5909], [1.2816, 3.9545, 1.1429], [0.9977, 1.1320, -1.7151], [-1.3712, 0.6194, -0.4790], [1.7974, -0.3094, 2.9035], [1.4829, -3.5554, -2.1507], [4.2467, 0.6086, 2.3965], [-0.3029, 2.4634, -0.4375], [0.5998, -0.1700, 1.2734], [-2.4822, -3.2090, 1.7773], [1.8088, -2.0767, -0.2994], [-4.6748, -1.3545, -0.0243], [-1.7189, 0.4399, -3.0926], [1.6663, 2.1051, 1.6529], [3.5599, 3.2693, 2.7940], [3.0793, -0.3618, -2.1078], [-1.8466, 4.0273, 1.0014], [-2.2552, 2.5357, -1.8474], [2.2222, -0.9639, -2.3138], [-0.1617, 0.0921, 2.0042], [-1.8383, -2.7573, 0.9138], [1.3563, -2.9217, -2.9307], [3.2109, 2.1491, 1.7826], [3.9621, -0.9782, -2.0676], [1.2619, 1.8740, 2.6219], [-0.7354, -0.6404, -0.6852], [-1.0664, 2.0615, 3.6725], [-2.8117, 0.3728, 0.0739], [-0.8382, -3.0874, -1.9219], [3.8801, 4.1597, 2.2855], [-6.6446, -0.8137, -0.7311], [4.4025, 2.9695, 3.3872], [-3.5774, -0.6316, -0.8334], [-4.1039, -0.1000, -1.6056], [3.2513, 0.3708, -2.8827], [-0.8982, 0.6573, -3.6495], [-3.4202, 1.2544, -0.0366], [0.9302, 1.1669, 0.6462], [0.2483, -4.7544, -0.6197], [-0.9835, -1.7823, 1.3931], [1.6384, -0.8188, 2.0426], [-2.5366, 0.6051, -3.6710], [-0.2143, -4.7352, 0.2765], [-4.6808, -1.0780, 1.0160], [-1.7888, 1.2543, -1.8904], [-0.7576, -3.3417, -2.8931], [0.8104, -2.3901, -0.0712], [1.2766, -1.7054, 2.3759], [-4.6035, -2.4191, -0.1205], [0.3788, -3.3962, -1.2034], [3.1496, -0.4040, 0.0278], [-1.9209, 2.9998, -2.6297], [-1.6432, -3.5668, -1.5505], [-0.0828, -1.2187, 0.3662], [2.1333, 2.2595, -0.6841], [-0.4870, 1.7067, 0.2978], [0.9423, -2.9797, 0.8158], [3.6610, 2.4601, 0.8603], [-1.5462, 4.7052, 1.6925], [2.7580, 3.4575, 3.4938], [1.1566, -5.1927, -0.5397], [-2.8360, 4.1334, 0.8120], [3.0018, 0.3253, -0.7512], [1.3598, -4.4869, -2.5355], [-1.6808, 2.4460, 1.6154], [-2.9333, -1.3880, -1.2533]],
  "smiles": "CC[C@@H](F)[N@+]1([C@H](Br)[C@@H](C)Br)[C@H](N)[C@@](CC(N)(N)N)(ON=O)O[C@](CCCI)(B(N)O)[C@H]1P(N)O",
  "orbital_gap_ha": 0.3111,
  "multiplicity": 1,
  "charge": 1,
  "energy_ha": -7318.2691,
  "e_homo_ev": -11.238
}

***

{
  "formula": "C27H24ClDyNO2P",
  "method": "wB97M-V/def2-TZVPD",
  "symbols": ["C", "H", "C", "H", "C", "H", "O", "H", "C", "C", "H", "H", "H", "C", "C", "C", "H", "H", "H", "H", "C", "H", "Dy", "C", "H", "Cl", "C", "N", "H", "O", "C", "C", "C", "C", "C", "H", "C", "C", "C", "C", "H", "H", "C", "H", "H", "C", "C", "C", "H", "P", "H", "H", "C", "C", "H", "C", "H"],
  "positions_angstrom": [[0.9682, 4.0543, -3.0810], [-0.4220, 2.4324, -0.4559], [-0.4276, 2.3024, 3.9162], [0.7365, -1.3117, 5.2341], [2.7921, -1.3270, -1.9353], [4.7281, -2.1414, -2.3479], [0.0229, 2.7265, 2.8653], [1.0991, 5.0532, -3.4759], [1.9357, -2.7320, -4.1633], [1.5046, 2.9639, -3.7504], [3.9669, -3.4026, -4.3373], [2.0529, 3.1099, -4.6719], [-1.5723, -2.6088, 1.7717], [1.3757, -2.2437, 3.3134], [1.3366, 1.6811, -3.2473], [0.1123, 2.5793, -1.3868], [-0.1482, 4.7041, -1.3666], [-3.6537, -3.0141, -1.5032], [-0.0969, 3.8317, 5.3880], [-1.7690, 3.8064, 4.6418], [-1.0926, 0.8701, 5.4102], [2.4488, -2.1998, 3.3786], [0.2337, -0.5276, 2.5037], [-1.9493, 0.1107, -2.9893], [-4.7854, -1.7196, -3.2836], [2.0824, 0.7338, 2.0712], [-3.8130, -1.4116, -2.9222], [-0.5388, 0.9877, 4.1743], [0.0026, -1.9041, -3.7612], [-1.3083, -0.1850, 5.9785], [-0.8590, -1.8728, 3.7592], [1.4544, -1.2425, -2.3259], [3.2663, -2.7984, -3.7760], [-1.9381, -1.7347, -1.4530], [-0.7588, -2.4171, 2.4490], [-1.4737, 0.9844, -3.4119], [0.4726, -1.7296, 4.2781], [0.6361, 1.4748, -2.0609], [0.2676, 3.8581, -1.8979], [-3.1774, -2.1383, -1.9239], [-1.7625, -1.5694, 4.2579], [1.7506, 0.8366, -3.7796], [-0.9209, 3.1896, 5.0086], [1.5957, -3.2829, -5.0305], [-2.4626, 2.2826, 6.2839], [1.0353, -1.9560, -3.4466], [3.6935, -2.0900, -2.6605], [-1.3782, 2.1825, 6.0640], [3.1267, -0.7881, -1.0571], [0.3500, -0.1796, -1.3086], [-0.7767, 2.2739, 6.9945], [-1.4530, -2.2960, -0.6636], [-3.1975, -0.2855, -3.4494], [0.6366, -2.6127, 2.1609], [1.0451, -2.9832, 1.2367], [-1.3047, -0.6113, -1.9874], [-3.6878, 0.2863, -4.2265]],
  "orbital_gap_ha": [0.3178, 0.3224],
  "multiplicity": 6,
  "energy_ha": -2935.0751,
  "e_homo_ev": [-8.672, -8.667]
}

***

{
  "formula": "C27H35N4O6PtSb",
  "method": "wB97M-V/def2-TZVPD",
  "symbols": ["H", "N", "O", "Pt", "O", "C", "O", "C", "C", "C", "H", "C", "C", "C", "H", "H", "H", "H", "C", "C", "H", "H", "H", "H", "C", "H", "N", "H", "H", "H", "C", "C", "C", "H", "C", "H", "H", "C", "N", "C", "H", "C", "H", "C", "Sb", "H", "C", "O", "H", "C", "H", "H", "H", "H", "H", "C", "C", "H", "H", "O", "C", "C", "H", "C", "H", "N", "H", "C", "H", "C", "H", "H", "H", "O"],
  "positions_angstrom": [[4.3044, -1.2819, 4.4178], [-1.9620, 1.1969, -0.7010], [2.1128, -0.8009, -2.6021], [-0.4162, 0.2606, -1.6229], [0.6965, 1.1501, -3.7886], [-1.8522, 2.5148, -0.4408], [-0.3886, -0.9258, -5.0794], [3.6185, -0.8485, 0.6035], [1.2727, -3.3026, -3.3267], [5.1636, -1.2976, 2.4272], [1.6491, 2.9034, 0.8517], [-0.7805, -2.6185, -1.9319], [1.0120, 3.9773, 2.6157], [0.3440, 3.9036, 3.8425], [0.1642, -0.1739, -4.7316], [-0.7677, 2.6308, 5.1997], [0.7394, 1.7159, -4.5863], [-2.4931, -3.9113, -2.1334], [-0.2570, 2.7039, 4.2380], [2.5966, -0.6999, 1.5378], [6.1716, -1.5249, 2.7756], [5.7240, -1.2534, 0.3349], [2.3246, -3.2441, -3.0226], [-2.1419, 3.3084, 1.5295], [-2.5401, -3.3523, 2.8083], [3.4163, -0.7319, -0.4641], [0.8958, -1.0658, -2.3863], [1.2029, -3.0582, -4.3989], [-2.9358, -0.4416, -0.5285], [1.4987, 4.9053, 2.3035], [4.9127, -1.1443, 1.0550], [-1.9981, -1.0598, 2.2477], [-1.3127, -3.7653, 2.2790], [-2.9323, 0.3344, -3.3288], [-1.9340, 0.2221, -3.7598], [0.5518, -3.1495, 1.3655], [-1.0388, -4.8247, 2.2742], [-0.4168, -2.8255, 1.7530], [-1.4085, -1.5089, -1.4527], [2.8236, -0.8594, 2.9055], [0.2982, 4.7795, 4.4930], [1.0803, 2.8523, 1.7851], [-3.8285, -1.6501, 3.2143], [-2.8767, -1.9954, 2.8016], [0.6282, -0.0670, 0.8910], [0.9025, -4.3258, -3.1868], [-1.4745, -3.9168, -1.7216], [1.3515, 2.6059, -1.8125], [-1.5523, -4.1701, -0.6535], [-0.1991, 1.5808, 3.4037], [-0.6430, 0.6403, 3.7357], [2.0144, -0.7476, 3.6321], [-1.2375, 5.1466, -0.8960], [0.2511, 4.7085, -0.0433], [-1.8314, -0.6372, -4.3977], [-0.7673, -1.4713, 1.7410], [0.4439, -2.3583, -2.5403], [-0.9098, -4.7167, -2.2100], [-3.6015, 2.5976, 0.8076], [-3.0208, 0.5827, -0.1636], [-0.7342, 3.1029, -1.0562], [-0.3419, 4.5190, -0.9509], [-3.2334, -4.0880, 3.2226], [-2.6982, 3.1745, 0.5846], [-2.9950, 4.1783, 0.2570], [0.1511, 2.2089, -1.5588], [1.3473, 1.5340, -3.1193], [4.1191, -1.1602, 3.3519], [0.2513, 4.8184, -1.8222], [0.4347, 1.6751, 2.1640], [-0.4759, -0.8918, -6.0418], [-1.6055, 1.1193, -4.2822], [-2.2785, -0.0026, 2.2451], [-2.5879, -1.6825, -0.9526]],
  "orbital_gap_ha": [0.1752, 0.1917],
  "multiplicity": 3,
  "de_lowest_kj_mol": 285.6,
  "energy_ha": -2079.4839,
  "e_homo_ev": [-5.532, -6.876]
}